Entry 1:
Below is a structure of composition C17H18N3NiOSe, with properties calculated with wB97M-V/def2-TZVPD.

Calculated values
⟨S²⟩: 2.066
Orbital gap (spin up / spin down) (eV): 4.44 / 6.13

ORCA input file:
```
! wB97M-V def2-TZVPD RIJCOSX def2/J DEFGRID3
* xyz -1 3
Ni 0.0106 -0.4046 0.1542
C 0.8087 2.7389 0.8155
C 1.6040 1.8390 0.1559
C 1.8008 0.5196 0.6577
C 1.1332 0.1576 1.8606
C 0.3751 1.1375 2.5560
C 0.2010 2.3933 2.0456
H 0.6566 3.7261 0.3951
H 2.0915 2.1310 -0.7668
H 2.6052 -0.0840 0.2610
H 1.4014 -0.7491 2.3799
H -0.0988 0.8648 3.4912
H -0.4204 3.1108 2.5658
N 0.3044 -0.6552 -4.0975
C 0.5970 -0.9293 -2.7935
N 0.0621 -0.0890 -1.9708
C -0.6581 0.8064 -2.7557
C -1.4433 1.8941 -2.3841
C -2.0620 2.6036 -3.3934
C -1.9089 2.2507 -4.7454
C -1.1356 1.1725 -5.1270
C -0.5188 0.4600 -4.1042
H 0.5754 -1.2082 -4.8893
H 1.1832 -1.7840 -2.4891
H -1.5827 2.1371 -1.3387
H -2.6977 3.4407 -3.1354
H -2.4188 2.8286 -5.5057
H -1.0252 0.8943 -6.1676
Se -4.8424 0.4137 0.1254
C -3.0696 0.2533 0.3351
N -1.9188 0.1586 0.4792
C 1.8804 -3.0984 1.0151
O 0.6773 -3.4832 0.4215
C -0.1386 -2.3906 0.0353
C -1.4312 -2.9632 -0.4828
H 1.7458 -2.8363 2.0734
H 2.3094 -2.2302 0.5013
H 2.5806 -3.9362 0.9506
H -1.2966 -4.0002 -0.8202
H -1.8228 -2.3692 -1.3163
H -2.2241 -2.9604 0.2798
*
```



Entry 2:
Below is an isolated molecule of C9H16NP, with properties calculated with wB97M-V/def2-TZVPD.

Calculated values
Relative energy (zero: lowest compared OMol25 entry of this formula, charge and spin) (kcal per mole): 47.3
Orbital gap (eV): 8.40

ORCA input file:
```
! wB97M-V def2-TZVPD RIJCOSX def2/J DEFGRID3
* xyz 0 1
C 0.0818 1.9470 0.8972
C 0.6779 -0.9072 1.6774
C -1.3844 -0.7540 0.1403
C 1.6887 -0.2341 0.9082
C -0.7392 0.2976 -0.8176
C -0.3691 -1.5791 0.8036
C 0.3151 1.2629 -0.2996
C -1.2094 -2.6242 1.5517
C 0.4534 2.7554 -2.7626
N -0.0117 2.6333 1.8328
P 1.5819 2.0206 -1.4816
H 1.2590 -1.7395 2.0407
H 0.2840 -0.2766 2.4580
H -2.0416 -0.2879 0.8401
H -1.9201 -1.3960 -0.4908
H 2.4426 0.3290 1.3511
H 2.0539 -0.7125 0.1004
H -0.1959 -0.3339 -1.6232
H -1.4840 0.8819 -1.4340
H 0.2775 -2.1773 0.0443
H -1.9776 -2.0809 2.1867
H -0.6319 -3.1755 2.2552
H -1.7305 -3.4117 0.9269
H 1.0780 3.1399 -3.5821
H -0.1828 3.6689 -2.3646
H -0.1539 1.9857 -3.2004
H 1.8384 0.7681 -1.9581
*
```



Entry 3:
Below is a structure of composition C24H37N3P2RhS, with properties calculated with wB97M-V/def2-TZVPD.

Calculated values
⟨S²⟩: 6.035
Relative energy (zero: lowest compared OMol25 entry of this formula, charge and spin) (kcal per mole): 38.2
Orbital gap (spin up / spin down) (eV): 5.24 / 6.43

ORCA input file:
```
! wB97M-V def2-TZVPD RIJCOSX def2/J DEFGRID3
* xyz 1 5
C -2.9042 -2.9661 -2.9204
C -1.6633 -2.4514 -2.5191
C -1.3174 -1.1104 -2.8380
C -2.3075 -0.2601 -3.3899
C -3.5347 -0.7987 -3.8037
C -3.8483 -2.1398 -3.5568
C -2.0259 1.2441 -3.3931
C -0.5593 1.4298 -3.7705
C 0.3839 0.5083 -3.2463
C 1.7734 0.8032 -3.3459
C 2.2001 1.9377 -4.0428
C 1.2633 2.8153 -4.6122
C -0.0981 2.5415 -4.5002
H -3.1567 -4.0118 -2.6813
H -4.2591 -0.1483 -4.2951
H -4.8153 -2.5510 -3.8416
H -2.6946 1.7859 -4.0928
H 3.2737 2.1654 -4.0908
H 1.6123 3.7114 -5.1343
H -0.8424 3.2133 -4.9426
N -0.1177 -0.5075 -2.4008
Rh 0.3003 -0.4387 -0.5296
C -0.7102 -3.2399 -1.6598
H 0.2725 -3.3257 -2.1438
H -1.1053 -4.2276 -1.4054
C 2.7264 -0.0772 -2.5697
H 2.5972 -1.1329 -2.8417
H 3.7652 0.2411 -2.6863
P -0.4428 -2.3370 -0.0713
P 2.3334 0.0589 -0.7811
C 2.7697 1.7585 -0.3372
H 2.6861 1.8898 0.7515
H 3.8043 1.9314 -0.6680
H 2.0994 2.4767 -0.8338
C 3.3436 -1.1008 0.1186
H 4.3780 -0.7513 0.0472
H 3.0126 -1.1299 1.1685
H 3.2350 -2.0972 -0.3322
C -2.0649 -2.3404 0.7622
H -2.4287 -3.3786 0.8061
H -1.9355 -1.9409 1.7793
H -2.7866 -1.7171 0.2121
C 0.6837 -3.2733 0.9419
H 0.8156 -2.7432 1.8969
H 0.2298 -4.2561 1.1095
H 1.6530 -3.3737 0.4379
H -2.3323 1.7587 -2.5132
H -0.3020 0.4823 1.2054
C -2.5295 0.9550 3.4217
N -1.2989 1.2067 4.1724
C -1.5115 1.7725 5.5115
C -0.1537 1.4221 3.4795
S -0.2263 1.7744 1.7878
N 1.0416 1.4260 4.1166
C 1.2063 0.9092 5.4687
C 2.2540 1.6749 3.3487
H -3.3371 0.8024 4.1548
H -2.4280 0.0503 2.8053
H -2.7812 1.8046 2.7649
H -1.2651 1.0392 6.2889
H -0.9387 2.6934 5.6702
H -2.5780 2.0077 5.6130
H 2.2617 0.5990 5.5566
H 1.0266 1.6843 6.2225
H 0.5677 0.0427 5.6534
H 2.4683 0.8546 2.6447
H 2.1798 2.6186 2.8017
H 3.0824 1.7356 4.0712
*
```



Entry 4:
Below is a structure of composition C32H27Cl2P2PdS, with properties calculated with wB97M-V/def2-TZVPD.

Calculated values
⟨S²⟩: 2.028
Relative energy (zero: lowest compared OMol25 entry of this formula, charge and spin) (kcal per mole): 22.6
Orbital gap (spin up / spin down) (eV): 8.14 / 5.29

ORCA input file:
```
! wB97M-V def2-TZVPD RIJCOSX def2/J DEFGRID3
* xyz 1 3
Pd 0.0002 -0.9550 -0.8750
C 0.0431 0.0881 2.3400
C 1.2008 0.6451 1.4909
P 0.4964 1.2756 -0.1011
C 1.8624 1.7778 -1.1876
C 3.1485 1.2546 -1.1068
C 4.1043 1.6167 -2.0464
C 3.7806 2.4897 -3.0740
C 2.4923 3.0002 -3.1689
C 1.5351 2.6406 -2.2357
C -0.1459 2.8809 0.4932
C -1.5050 3.1338 0.6233
C -1.9422 4.3222 1.1936
C -1.0242 5.2710 1.6143
C 0.3359 5.0382 1.4493
C 0.7764 3.8484 0.8967
P -0.7877 -1.3108 1.4453
C -1.5420 -2.3838 2.7152
C -1.3523 -2.2537 4.0852
C -2.0058 -3.1166 4.9558
C -2.8316 -4.1144 4.4654
C -3.0054 -4.2635 3.0951
C -2.3578 -3.4069 2.2241
C -2.3562 -0.6752 0.7131
C -3.2358 0.1639 1.3835
C -4.3612 0.6557 0.7356
C -4.6164 0.3083 -0.5824
C -3.7751 -0.5758 -1.2440
C -2.6514 -1.0728 -0.5999
H -0.6788 0.8735 2.5757
H 0.4461 -0.3012 3.2748
H 1.8992 -0.1612 1.2568
H 1.7347 1.4290 2.0317
H 3.4119 0.5613 -0.3160
H 5.1093 1.2210 -1.9735
H 4.5274 2.7706 -3.8047
H 2.2342 3.6793 -3.9708
H 0.5245 3.0252 -2.3184
H -2.2211 2.4102 0.2647
H -3.0027 4.5075 1.3068
H -1.3644 6.1938 2.0648
H 1.0542 5.7886 1.7531
H 1.8382 3.6707 0.7714
H -0.7120 -1.4803 4.4880
H -1.8659 -3.0057 6.0230
H -3.3373 -4.7818 5.1506
H -3.6444 -5.0462 2.7085
H -2.4890 -3.5194 1.1540
H -3.0429 0.4343 2.4156
H -5.0328 1.3250 1.2584
H -5.4853 0.7061 -1.0898
H -4.0063 -0.8913 -2.2530
H -2.0828 -1.8678 -1.0849
Cl 1.4049 -2.9783 -0.8384
C 2.3149 -2.9178 -2.3019
C 3.3228 -3.8445 -2.4744
C 4.0847 -3.8114 -3.6323
C 3.8551 -2.8462 -4.6017
C 2.8319 -1.9343 -4.4380
Cl 2.5700 -0.7518 -5.6561
C 2.0095 -1.9498 -3.2823
S 0.6813 -0.8553 -3.1791
H 3.4993 -4.5870 -1.7087
H 4.8631 -4.5468 -3.7815
H 4.4688 -2.8003 -5.4902
*
```



Entry 5:
Below is a cluster of 20 separate species, C6H40O23 in total, with properties calculated with wB97M-V/def2-TZVPD.

Calculated values
⟨S²⟩: 0.774
Orbital gap (spin up / spin down) (eV): 3.17 / 5.09

ORCA input file:
```
! wB97M-V def2-TZVPD RIJCOSX def2/J DEFGRID3
* xyz -3 2
C -12.3076 2.4918 -22.6190
C -12.1505 3.7248 -23.1207
C -13.1866 4.3724 -23.9838
O -13.1995 5.6355 -24.2777
C -14.2950 3.7698 -24.3696
C -14.5758 2.3921 -24.0017
C -13.5771 1.7051 -22.9330
O -13.8312 0.6282 -22.3797
O -15.5265 1.7385 -24.3454
O -10.9581 4.2674 -22.8934
H -11.5355 1.9305 -22.1140
H -15.0122 4.2089 -25.0472
O -14.9930 0.5768 -19.9400
H -14.8627 -0.2828 -19.5396
H -14.7358 0.4572 -20.8542
O -11.5816 -0.5259 -21.5971
H -11.1286 -0.9624 -22.3185
H -12.2923 -0.0420 -22.0179
O -12.3879 -0.5050 -25.4347
H -12.3420 0.4463 -25.5300
H -13.1456 -0.6533 -24.8688
O -8.6501 4.2195 -24.4575
H -8.1045 5.0060 -24.4548
H -9.4921 4.5103 -24.1073
O -10.6819 7.3532 -25.3844
H -10.3228 8.0551 -24.8415
H -11.4029 6.9946 -24.8669
O -13.8714 -1.9549 -23.5892
H -14.5394 -2.2783 -22.9846
H -13.2187 -1.5393 -23.0257
O -8.2541 5.2939 -20.9857
H -8.8724 5.0093 -21.6586
H -7.4425 4.8314 -21.1944
O -15.0211 8.4909 -23.6596
H -14.8824 8.9030 -24.5124
H -14.6123 7.6291 -23.7402
O -18.0056 2.1483 -22.2386
H -17.6421 1.2634 -22.2732
H -17.4395 2.6629 -22.8138
O -18.1249 1.9125 -25.4340
H -18.2127 0.9786 -25.6246
H -17.2964 1.9838 -24.9598
O -16.5117 -0.7698 -25.3894
H -15.7178 -1.2936 -25.2812
H -16.4568 -0.1060 -24.7020
O -14.8067 2.0064 -27.1278
H -13.9689 2.4394 -27.2916
H -14.9926 2.1845 -26.2059
O -17.0288 6.1605 -25.2490
H -17.0776 5.8099 -26.1384
H -17.1009 7.1084 -25.3604
O -10.5103 3.0348 -20.1080
H -10.8846 3.1486 -20.9816
H -10.9777 2.2837 -19.7426
O -12.3813 0.8469 -19.2253
H -11.9278 0.3047 -19.8707
H -13.2845 0.8893 -19.5396
O -16.5605 -0.2390 -22.4101
H -15.6819 0.0881 -22.6033
H -16.4221 -0.9313 -21.7637
O -11.5412 6.9132 -21.8980
H -12.4943 6.9997 -21.8830
H -11.3870 5.9954 -22.1220
O -13.3234 6.0147 -27.2376
H -13.2286 6.0296 -26.2852
H -12.4400 5.8434 -27.5640
O -16.2358 5.5898 -22.7610
H -16.7042 5.7763 -23.5747
H -15.3439 5.3821 -23.0397
*
```